# 1
Computed, not measured: a cluster of 2 separate species, C5H6INO in total, with ωB97M-V/def2-TZVPD.

The geometry in XYZ format:
```
14
Properties=species:S:1:pos:R:3:forces:R:3
C 0.24834 -1.95398 0.08824 -1.2 0.7 0.8
C 2.19976 -1.28309 -0.27470 0.5 2.1 -1.3
C 0.26392 -0.60411 0.09215 -2.9 2.0 0.7
C -0.77709 2.02312 -0.13195 -0.3 1.1 0.3
C -1.26502 0.83279 0.47528 1.9 -5.1 -2.7
N 1.51636 -0.17143 -0.18188 1.1 -0.1 0.0
O 1.52682 -2.37927 -0.16735 -2.1 -1.8 0.8
I -3.11977 0.09224 -0.21961 0.3 -0.1 0.1
H -0.55661 -2.55882 0.46101 0.3 -0.8 -0.4
H 3.14452 -1.46282 -0.70813 1.2 0.5 0.1
H -1.67000 2.60512 -0.40667 0.8 0.9 0.7
H -0.35882 1.75710 -1.03857 1.1 -0.3 -2.1
H 0.03382 2.33448 0.53728 -0.4 1.1 -0.4
H -1.18622 0.76868 1.47491 -0.3 -0.3 3.4
```
Forces are in eV/Å.

As for the energy relative to the best compared isomer or geometry (same formula, charge and spin): 320.5 kJ/mol. The largest force on an atom comes out at 6.09 eV/A. Its gap between HOMO and LUMO is 9.68 eV.

These are the Löwdin partial charges, in e, on atoms 1 to 2: -0.106, -0.242

***

# 2
Computed, not measured: a structure of composition C5H6K3NO3, with ωB97M-V/def2-TZVPD.

The geometry in XYZ format:
```
18
Properties=species:S:1:pos:R:3:forces:R:3
K -0.31317 -0.20510 2.28114 -0.1 0.4 0.1
K -2.14184 -2.94777 -1.32394 0.0 0.2 -0.2
K -5.85645 -0.89457 -0.64574 0.2 0.4 0.2
O -1.61954 0.89162 0.11346 -2.2 -1.7 -2.6
C -2.71289 0.03360 0.00594 -3.0 -0.5 2.9
O -3.35722 -0.32726 1.02002 1.4 -0.1 -0.1
O -3.10599 -0.26348 -1.16225 1.1 -0.3 -0.8
H -1.77234 0.86819 -0.89143 2.3 1.8 0.5
N 2.68442 1.24680 0.09524 -1.5 -0.3 -0.4
C 2.97809 0.11586 0.80148 1.5 1.5 0.2
C 2.08113 -0.83238 0.48195 -1.5 -1.3 -0.2
C 1.11864 -0.27377 -0.43953 1.3 1.0 0.7
C 1.52416 1.04350 -0.61186 0.2 -0.4 -0.3
H 3.19858 2.11011 0.07914 0.1 0.0 0.2
H 3.85320 0.18292 1.42959 -0.1 -0.6 0.1
H 2.05300 -1.83241 0.89175 0.2 0.0 -0.1
H 0.27733 -0.75032 -0.90997 0.0 0.0 -0.1
H 1.11087 1.83446 -1.21500 0.0 0.0 -0.1
```
Forces are in eV/Å.

The largest force on an atom comes out at 4.20 eV/A. As for the total charge: +2. Its gap between HOMO and LUMO is 7.54 eV.

These are the Löwdin partial charges, in e, on atoms 1 to 2: 0.954, 0.962

***

# 3
Computed, not measured: a structure of composition C5H6MgO4Rb, with ωB97M-V/def2-TZVPD.

The geometry in XYZ format:
```
17
Properties=species:S:1:pos:R:3:forces:R:3
O 3.34476 0.62949 0.47985 -1.6 0.2 0.6
C 2.20101 0.66120 0.86507 3.6 -0.1 -1.4
O 1.62687 0.52282 1.93426 -1.3 -0.2 1.7
O 1.26069 0.81037 -0.31571 -1.3 0.0 -0.6
C 0.01753 0.78117 -0.12696 0.3 -1.1 0.8
C -0.94398 0.42971 -1.15664 -0.6 0.8 -1.0
Rb 7.98675 0.61002 1.92780 0.1 0.0 -0.1
H -0.33496 0.88867 0.91071 0.1 0.1 -0.3
H -0.50080 0.51623 -2.15464 0.0 -0.1 0.3
H -1.69089 1.24723 -1.08227 -0.1 -0.4 -0.1
Mg 1.63202 -0.29437 3.77993 0.0 0.2 -0.3
C -1.61281 -0.98785 -0.93542 1.1 -0.9 -0.4
C -3.11167 -0.98052 -0.83240 -0.8 1.9 1.9
O -3.69260 -1.36232 0.15826 0.6 -0.3 -1.1
H -1.20115 -1.55035 -0.08917 -0.1 0.3 0.1
H -3.63290 -0.31359 -1.55533 0.0 -0.7 -0.3
H -1.34786 -1.60790 -1.80733 0.1 0.4 0.1
```
Forces are in eV/Å.

As for the energy relative to the best compared isomer or geometry (same formula, charge and spin): 25.6 kJ/mol. The largest force on an atom comes out at 3.84 eV/A. As for the total charge: +2. The expectation value of S² is 0.75. Its gap between HOMO and LUMO (spin up / spin down) is 6.59 / 7.81 eV. As for the multiplicity: 2.

These are the Löwdin partial charges, in e, on atoms 1 to 2: 0.147, -0.627

***

# 4
Computed, not measured: a structure of composition C5H6N, with ωB97M-V/def2-TZVPD.

The geometry in XYZ format:
```
12
Properties=species:S:1:pos:R:3:forces:R:3
C 0.31907 1.01527 0.94681 0.9 -2.3 -1.1
C 1.79657 -0.36866 -0.53628 4.3 -1.5 2.3
C -0.29686 -0.10961 0.11756 0.5 0.7 -0.7
C 1.46541 0.85655 0.37942 -1.0 0.4 -1.9
C -1.72439 -0.14690 -0.13527 -0.4 1.6 -2.1
N 0.52991 -0.74254 -0.62152 -3.0 -2.0 -0.1
H -0.27457 1.29430 1.72685 -0.8 1.8 2.0
H 2.38276 -0.86439 0.42299 -0.9 0.2 -2.9
H 2.06320 -0.64209 -1.61165 1.7 1.8 1.4
H -2.06239 -0.31446 -1.20812 1.1 0.2 1.1
H -1.94428 0.87672 0.11971 -1.5 0.3 0.2
H -2.25442 -0.85420 0.39949 -1.1 -1.2 1.7
```
Forces are in eV/Å.

As for the energy relative to the best compared isomer or geometry (same formula, charge and spin): 692.9 kJ/mol. The largest force on an atom comes out at 5.10 eV/A. As for the total charge: +1. Its gap between HOMO and LUMO (spin up / spin down) is 8.17 / 8.17 eV.

These are the Löwdin partial charges, in e, on atoms 1 to 2: 0.116, -0.125

***

# 5
Computed, not measured: the ion C5H6N with charge +1, with ωB97M-V/def2-TZVPD.

The geometry in XYZ format:
```
12
Properties=species:S:1:pos:R:3:forces:R:3
C -0.44431 0.93891 0.96438 0.5 -2.8 -2.1
C 0.37024 -0.78424 -2.03529 0.1 0.7 -2.4
C 0.79951 -1.28593 0.62815 2.0 0.9 -0.2
C -1.00962 1.94866 1.50459 0.3 -0.3 0.3
C 0.38693 -0.80984 -0.71314 0.4 -1.0 -2.5
N -0.05375 -0.12919 0.36458 -3.1 3.5 3.4
H -1.84887 1.76252 2.13274 -1.0 -0.1 0.1
H 1.05735 -1.39260 -2.65292 -0.4 -0.3 1.1
H -0.18127 -0.13963 -2.84407 0.6 -0.7 2.6
H 0.45076 -2.22451 1.08122 -0.3 0.8 -0.1
H 1.70169 -0.77822 1.00160 0.3 -1.4 -0.1
H -0.60785 2.92775 1.51087 0.6 0.8 0.1
```
Forces are in eV/Å.

As for the energy relative to the best compared isomer or geometry (same formula, charge and spin): 472.5 kJ/mol. The largest force on an atom comes out at 5.82 eV/A. As for the total charge: +1. Its gap between HOMO and LUMO is 9.51 eV.

These are the Löwdin partial charges, in e, on atoms 1 to 2: 0.088, 0.155

***

# 6
Computed, not measured: the ion C5H6N with charge +1, with ωB97M-V/def2-TZVPD.

The geometry in XYZ format:
```
12
Properties=species:S:1:pos:R:3:forces:R:3
C 1.25280 0.53916 -1.20894 0.2 1.2 -0.2
C 0.07572 1.10724 -1.44824 0.6 -0.9 0.1
C 1.16871 -0.79155 -0.51873 -0.6 -0.1 -0.3
C -1.05774 1.08562 -0.83087 -1.7 -0.4 1.2
C 0.24118 -0.82696 0.43294 -1.0 1.5 -0.9
N -0.80256 0.27705 0.61211 -3.5 -2.2 -3.3
H 2.10318 1.26353 -1.21365 -0.2 -1.3 0.3
H 1.69673 -1.73451 -0.69143 0.4 0.8 0.0
H -2.13272 1.37800 -1.08800 1.8 -0.8 0.7
H 0.06274 -1.56933 1.14878 0.1 -1.2 0.7
H -0.46005 0.90662 1.25421 0.5 1.9 2.4
H -1.81316 -0.17338 0.91288 3.4 1.5 -0.7
```
Forces are in eV/Å.

As for the energy relative to the best compared isomer or geometry (same formula, charge and spin): 456.1 kJ/mol. The largest force on an atom comes out at 5.31 eV/A. As for the total charge: +1. Its gap between HOMO and LUMO is 8.86 eV.

These are the Löwdin partial charges, in e, on atoms 1 to 2: -0.012, -0.004

***

# 7
Computed, not measured: the ion C5H6N with charge +1, with ωB97M-V/def2-TZVPD.

The geometry in XYZ format:
```
12
Properties=species:S:1:pos:R:3:forces:R:3
C 0.81671 1.11795 -0.12606 -5.1 0.4 -7.6
C 0.82423 -0.48673 1.77341 -0.3 -0.2 -0.2
C -0.89214 0.08225 -1.40272 -0.2 -0.5 0.2
C -0.64552 -0.69988 -0.21467 0.4 0.1 0.5
C 0.38173 -0.06070 0.55067 -0.3 -0.3 0.1
N -0.08001 1.21695 -1.46378 5.3 0.8 6.5
H 1.54022 1.87912 0.05862 0.3 0.2 0.2
H 1.61076 0.03186 2.30477 0.1 0.1 0.0
H 0.38801 -1.34755 2.26198 0.0 -0.1 0.0
H -0.80507 -0.48735 -2.34638 0.0 -0.3 0.1
H -1.96723 0.35162 -1.45831 -0.1 0.0 0.1
H -1.17170 -1.59754 0.06248 -0.1 -0.2 0.1
```
Forces are in eV/Å.

As for the energy relative to the best compared isomer or geometry (same formula, charge and spin): 463.7 kJ/mol. The largest force on an atom comes out at 9.17 eV/A. As for the total charge: +1. Its gap between HOMO and LUMO (spin up / spin down) is 6.80 / 6.80 eV.

These are the Löwdin partial charges, in e, on atoms 1 to 2: 0.119, 0.302

***

# 8
Computed, not measured: the ion C5H6N with charge +1, with ωB97M-V/def2-TZVPD.

The geometry in XYZ format:
```
12
Properties=species:S:1:pos:R:3:forces:R:3
C 0.59211 -1.53145 -0.55935 -1.2 0.9 0.6
C 0.89549 -0.51014 -1.47011 -0.4 -4.2 -0.3
C -0.12474 -2.06055 0.29811 2.9 1.3 -2.9
C -1.00054 0.42936 0.80589 0.8 3.0 1.8
C 0.11441 1.05659 0.41430 -2.2 -2.4 -0.8
N 0.65692 0.76938 -0.93054 -3.0 1.9 -0.1
H -1.27055 0.69105 1.84636 0.2 -0.5 -0.5
H 0.74680 1.41990 1.14500 1.6 1.1 0.8
H -1.78664 0.01191 0.26422 -0.8 -0.9 -1.2
H 0.21926 1.33300 -1.71386 0.1 -0.6 0.9
H -0.61921 -2.64021 0.96817 -1.3 -1.6 1.5
H 1.57670 1.03117 -1.06820 3.2 1.8 0.2
```
Forces are in eV/Å.

As for the energy relative to the best compared isomer or geometry (same formula, charge and spin): 717.5 kJ/mol. The largest force on an atom comes out at 4.28 eV/A. As for the total charge: +1. Its gap between HOMO and LUMO is 7.90 eV.

These are the Löwdin partial charges, in e, on atoms 1 to 2: -0.049, 0.095

***

# 9
Computed, not measured: the ion C5H6N with charge +1, with ωB97M-V/def2-TZVPD.

The geometry in XYZ format:
```
12
Properties=species:S:1:pos:R:3:forces:R:3
C 0.27234 1.34201 -0.11376 -0.9 -3.3 1.4
C -0.98265 0.78095 0.19028 -0.4 -1.5 -0.3
C 2.06728 -0.37906 -0.00502 2.5 -0.9 -1.4
C -1.99665 -0.22682 -0.32500 0.3 0.9 -1.2
C -0.84390 -0.54426 0.49857 -0.7 0.9 -0.3
N 1.03591 0.31414 0.11215 2.9 0.2 0.1
H 0.71460 2.24618 -0.21161 0.6 3.1 -0.6
H 2.40169 -1.14506 0.78267 -0.8 1.3 -1.0
H 2.75903 -0.30208 -0.95421 -1.5 -0.2 1.7
H -2.76302 -0.34849 0.34741 -2.7 0.1 0.9
H -2.23379 -0.38537 -1.37669 0.4 -0.4 0.2
H -0.43084 -1.35214 1.05519 0.2 -0.2 0.4
```
Forces are in eV/Å.

As for the energy relative to the best compared isomer or geometry (same formula, charge and spin): 670.0 kJ/mol. The largest force on an atom comes out at 3.72 eV/A. As for the total charge: +1. Its gap between HOMO and LUMO is 8.44 eV.

These are the Löwdin partial charges, in e, on atoms 1 to 2: 0.060, -0.034

***

# 10
Computed, not measured: the ion C5H6N with charge +1, with ωB97M-V/def2-TZVPD.

The geometry in XYZ format:
```
12
Properties=species:S:1:pos:R:3:forces:R:3
C 1.42390 -0.11189 -0.01554 -1.5 0.7 -0.5
C -1.96982 0.19132 -0.18292 -4.9 -5.4 1.6
C 2.59723 -0.57417 -0.19519 1.0 -0.5 0.9
C -0.91758 1.03873 -0.23096 3.8 2.8 -1.7
C 0.21526 0.20751 0.35681 1.4 0.4 -2.6
N -2.66686 -0.74180 -0.02947 2.8 4.3 -0.9
H 3.50002 -0.14534 0.18746 0.3 0.8 -0.2
H 2.71474 -1.60477 -0.39589 0.0 -1.0 -0.8
H -0.83041 1.95851 0.40009 -1.3 -0.5 -0.8
H -0.78517 1.26761 -1.33122 0.1 0.2 1.0
H 0.02690 -0.01212 1.31166 -0.9 -1.0 3.8
H -3.30821 -1.47357 0.12516 -0.8 -0.8 0.1
```
Forces are in eV/Å.

As for the energy relative to the best compared isomer or geometry (same formula, charge and spin): 375.1 kJ/mol. The largest force on an atom comes out at 7.51 eV/A. As for the total charge: +1. Its gap between HOMO and LUMO is 9.66 eV.

These are the Löwdin partial charges, in e, on atoms 1 to 2: -0.049, 0.004

***

# 11
Computed, not measured: a cluster of 2 separate species, C5H6N in total, with ωB97M-V/def2-TZVPD.

The geometry in XYZ format:
```
12
Properties=species:S:1:pos:R:3:forces:R:3
C -2.04527 0.59598 -0.33400 -6.1 -2.0 3.7
C -1.07209 0.69687 -1.01479 6.3 1.0 -3.6
C 2.92009 0.59805 0.41878 -2.0 1.6 -2.1
C -3.21005 -0.08003 0.29175 0.2 1.9 -2.3
C 2.76731 -0.71655 -0.26372 2.5 0.3 -3.5
N 2.20840 0.63662 -0.61547 1.1 -0.3 1.4
H -3.11689 0.11458 1.32612 -0.7 0.3 1.2
H -3.08771 -1.15867 0.13486 -0.4 0.2 -0.3
H -4.10843 0.42747 -0.27557 1.3 -1.4 1.4
H 2.09625 -1.34474 0.19649 -1.0 -2.0 1.1
H 3.09945 1.28019 1.20670 0.6 0.1 1.2
H 3.54893 -1.04978 -1.07116 -1.7 0.3 1.8
```
Forces are in eV/Å.

As for the energy relative to the best compared isomer or geometry (same formula, charge and spin): 1083.3 kJ/mol. The largest force on an atom comes out at 7.41 eV/A. As for the total charge: +1. Its gap between HOMO and LUMO (spin up / spin down) is 4.79 / 7.62 eV.

These are the Löwdin partial charges, in e, on atoms 1 to 2: -0.164, 0.159

***

# 12
Computed, not measured: a structure of composition C5H6N, with ωB97M-V/def2-TZVPD.

The geometry in XYZ format:
```
12
Properties=species:S:1:pos:R:3:forces:R:3
C -1.03276 1.88455 -1.30235 -0.1 0.2 -1.6
C -0.74748 0.53197 -1.30267 -0.2 -1.0 0.9
C 2.05556 -1.93018 -1.30695 -1.3 -0.6 0.2
C -1.15550 1.86590 0.14343 -0.5 -3.3 1.7
C -0.94529 0.28881 0.57304 -1.9 -0.3 2.3
N -0.67337 -0.53046 -0.66822 0.3 2.3 -1.4
H 2.96846 -1.41577 -1.42614 0.8 0.3 -0.2
H 1.41784 -2.73772 -1.66596 0.5 0.3 0.0
H -0.33547 2.44636 0.52444 1.0 0.6 0.1
H -1.96526 2.25423 0.76944 -0.5 0.4 -0.9
H -0.15976 0.23687 1.27543 1.7 -0.3 0.3
H -1.70140 -0.34038 1.17243 0.2 1.4 -1.3
```
Forces are in eV/Å.

As for the energy relative to the best compared isomer or geometry (same formula, charge and spin): 780.0 kJ/mol. The largest force on an atom comes out at 3.74 eV/A. As for the total charge: +1. The expectation value of S² is 2.01. Its gap between HOMO and LUMO (spin up / spin down) is 4.62 / 7.79 eV. As for the multiplicity: 3.

These are the Löwdin partial charges, in e, on atoms 1 to 2: 0.201, 0.052